Entry 1:
Below is a gas-phase ion, C2H4NO (charge +1) in a non-equilibrium geometry, with properties calculated with ωB97M-V with the def2-TZVPD basis set.

XYZ file:
```
8
C2H4NO, DFT ωB97M-V with the def2-TZVPD basis set
C 0.02 0.15 -1.11
C 0.19 0.20 0.97
N -0.42 -0.59 0.00
O -1.35 -1.36 0.18
H -0.64 0.57 -1.79
H 1.13 0.22 -1.05
H 1.31 0.36 0.89
H -0.24 0.46 1.91
```

Calculated values
LUMO energy (spin up / spin down) ... -7.5 / -7.5 eV
M ... 58.06 g mol⁻¹
Net charge ... +1
DFT total energy ... -208.11248 a.u.
ΔE to the lowest compared entry with this formula, charge and spin ... 415.2 kJ/mol
HOMO-LUMO gap (spin up / spin down) ... 0.3414 / 0.3414 hartree
E_HOMO (spin up / spin down) ... -16.8 / -16.8 eV

Löwdin atomic charge list, values in e, 2 entries: 0.3247 0.2853

---

Entry 2:
Below is a gas-phase ion, C6H13NO (charge +1) in a non-equilibrium geometry, with properties calculated with ωB97M-V with the def2-TZVPD basis set.

XYZ file:
```
21
C6H13NO, DFT ωB97M-V with the def2-TZVPD basis set
C -0.31 -1.39 -0.01
C 0.92 -1.34 -0.98
C 0.44 -1.56 -2.44
C -0.81 -0.20 0.88
N -0.17 0.97 1.23
C 0.78 1.65 0.38
C -1.04 1.84 2.05
O -1.91 -0.46 1.35
H -1.19 -1.61 -0.60
H -0.12 -2.26 0.61
H 1.56 -0.48 -0.94
H 1.58 -2.16 -0.73
H -0.08 -0.73 -2.91
H 1.32 -1.77 -3.03
H -0.28 -2.39 -2.45
H 0.32 2.11 -0.49
H 1.19 2.45 1.02
H 1.73 1.17 0.24
H -1.14 2.88 1.76
H -2.09 1.52 1.98
H -0.69 1.78 3.09
```

Calculated values
LUMO energy (spin up / spin down) ... -3.8 / -8.6 eV
M ... 115.18 g mol⁻¹
2S+1 ... 2
Net charge ... +1
DFT total energy ... -366.04490 a.u.
ΔE to the lowest compared entry with this formula, charge and spin ... 170.8 kJ/mol
HOMO-LUMO gap (spin up / spin down) ... 0.4338 / 0.2491 hartree
E_HOMO (spin up / spin down) ... -15.6 / -15.4 eV

Löwdin atomic charge list, values in e, 2 entries: -0.0250 -0.2000